one | Formula: C18H42N6O6
Source: the Open Molecules 2025 dataset
Level of theory: the ωB97M-V functional and the def2-TZVPD basis

E_HOMO (alpha / beta), eV: 0.7 / -6.9
HOMO-LUMO gap (alpha / beta), hartree: 0.0541 / 0.3321
Net charge: -1
Multiplicity: 2

Geometry (Å):
C (-9.25711, -10.46734, -5.24326)
C (-10.40912, -9.44703, -5.54363)
O (-11.56170, -9.71732, -5.67255)
N (-9.97540, -8.19262, -5.36384)
C (-10.74773, -7.04361, -5.82042)
H (-8.44813, -9.88278, -4.80516)
H (-9.07188, -11.32544, -5.88937)
H (-9.64580, -11.04848, -4.40702)
H (-8.99623, -8.06992, -5.14874)
H (-10.16412, -6.12357, -5.78847)
H (-11.61173, -6.98271, -5.15868)
H (-11.03195, -7.17449, -6.86454)
C (-8.57752, -18.21464, -5.91948)
C (-9.59627, -17.09421, -5.89062)
O (-10.85751, -17.20088, -5.82707)
N (-8.98100, -15.92366, -5.92421)
C (-9.79698, -14.70746, -5.80696)
H (-7.79494, -17.92686, -5.21745)
H (-8.07862, -18.40057, -6.87060)
H (-9.06801, -19.09005, -5.49383)
H (-7.97915, -15.79777, -5.90059)
H (-9.48060, -14.01742, -5.02475)
H (-10.88144, -14.80663, -5.75998)
H (-9.73340, -14.27851, -6.80699)
C (-12.63172, -19.68814, -2.79644)
C (-11.85205, -20.86760, -3.30481)
O (-11.66978, -21.83481, -2.55592)
N (-11.44035, -20.78135, -4.54061)
C (-10.74370, -21.70493, -5.42094)
H (-12.03295, -19.09400, -2.10609)
H (-13.60102, -19.87921, -2.33597)
H (-12.98293, -18.95872, -3.52630)
H (-11.93050, -20.02770, -5.00089)
H (-11.37868, -22.10502, -6.21140)
H (-10.41383, -22.48865, -4.73897)
H (-9.96698, -21.10360, -5.89339)
C (-4.86004, -18.52319, -5.96861)
C (-5.44263, -19.65496, -5.06273)
O (-6.19341, -19.34940, -4.14513)
N (-4.86484, -20.81283, -5.28989)
C (-4.97954, -21.90766, -4.39579)
H (-4.99219, -17.54782, -5.50034)
H (-5.30334, -18.63108, -6.95853)
H (-3.77281, -18.58893, -6.00998)
H (-4.46939, -21.04415, -6.19001)
H (-4.62459, -22.85167, -4.80926)
H (-6.02531, -22.18559, -4.26460)
H (-4.53831, -21.67605, -3.42636)
C (-9.93129, -11.62786, -9.37277)
C (-11.37542, -11.26308, -9.56143)
O (-11.84196, -11.47946, -10.62219)
N (-11.95320, -10.55418, -8.59483)
C (-13.04067, -9.62931, -8.51085)
H (-9.28189, -11.31679, -8.55447)
H (-9.40068, -11.29619, -10.26526)
H (-9.87659, -12.71309, -9.28674)
H (-11.33821, -10.78227, -7.82681)
H (-13.69117, -9.74267, -9.37809)
H (-12.61420, -8.63142, -8.61295)
H (-13.62879, -9.82756, -7.61480)
C (-12.28608, -18.30846, -9.05271)
C (-11.46360, -19.45529, -9.29818)
O (-10.27266, -19.35946, -9.11083)
N (-12.00587, -20.63833, -9.57817)
C (-11.20804, -21.77005, -10.01555)
H (-12.47061, -17.58983, -9.85123)
H (-11.92905, -17.81799, -8.14713)
H (-13.32837, -18.55860, -8.85484)
H (-13.01194, -20.72735, -9.58043)
H (-10.45540, -22.10034, -9.29962)
H (-10.65271, -21.64266, -10.94478)
H (-11.87279, -22.62431, -10.14372)


two | Formula: C18H42N6O6
Source: the Open Molecules 2025 dataset
Level of theory: the ωB97M-V functional and the def2-TZVPD basis

E_HOMO (alpha / beta), eV: 0.3 / -7.1
HOMO-LUMO gap (alpha / beta), hartree: 0.0792 / 0.3511
Net charge: -1
Multiplicity: 2

Geometry (Å):
C (3.20966, 3.44080, 1.29053)
O (2.88026, 2.57508, 0.47700)
N (3.36033, 3.24677, 2.58725)
C (3.66110, 4.35178, 3.51881)
C (3.32292, 1.97160, 3.19059)
H (3.23616, 4.49366, 0.96962)
H (3.85283, 5.28930, 2.99689)
H (4.49092, 4.17072, 4.20199)
H (2.78916, 4.61917, 4.11573)
H (4.08308, 1.79433, 3.95140)
H (2.35031, 1.87879, 3.67383)
H (3.62547, 1.15825, 2.53101)
C (-2.47179, 1.44351, 0.88768)
O (-3.54060, 0.84869, 1.05557)
N (-1.27772, 0.91201, 1.17978)
C (0.02168, 1.55174, 1.05495)
C (-1.08536, -0.40578, 1.72684)
H (-2.41985, 2.49956, 0.58067)
H (-0.04026, 2.47001, 0.47095)
H (0.76930, 0.98520, 0.49979)
H (0.37884, 1.70592, 2.07316)
H (-1.13093, -0.41592, 2.81584)
H (-1.79323, -1.10786, 1.28627)
H (-0.07835, -0.78418, 1.55121)
C (-0.61033, 2.26767, -3.66253)
O (-1.34590, 2.69292, -4.53703)
N (-0.32386, 0.95565, -3.55073)
C (0.61009, 0.48420, -2.54211)
C (-0.98961, -0.16063, -4.27204)
H (-0.24043, 2.83785, -2.79635)
H (1.54573, 0.20730, -3.02792)
H (0.34825, -0.40250, -1.96479)
H (0.91763, 1.13583, -1.72424)
H (-1.72043, 0.13581, -5.02446)
H (-0.19134, -0.63338, -4.84422)
H (-1.62742, -0.84979, -3.71855)
C (-4.76551, 0.87731, -4.54254)
O (-5.52445, 1.05251, -5.54555)
N (-5.00564, 0.03949, -3.45107)
C (-6.21180, -0.68385, -3.37610)
C (-4.21785, 0.13268, -2.27518)
H (-3.76883, 1.34307, -4.49914)
H (-6.90459, 0.04713, -2.95920)
H (-6.11150, -1.64550, -2.87284)
H (-6.61484, -0.96666, -4.34855)
H (-4.67244, 0.54451, -1.37415)
H (-3.88718, -0.78452, -1.78783)
H (-3.29475, 0.64132, -2.55316)
C (-0.94420, -3.91907, -2.54373)
O (-1.95450, -3.78932, -1.89293)
N (0.27439, -3.44636, -2.19538)
C (1.43286, -3.66847, -3.04120)
C (0.42120, -2.88084, -0.84197)
H (-0.85977, -4.50857, -3.46977)
H (1.82872, -2.65672, -3.12935)
H (1.16907, -4.06768, -4.02056)
H (2.01466, -4.39670, -2.47613)
H (1.28721, -2.22030, -0.88449)
H (-0.41030, -2.22489, -0.58420)
H (0.69923, -3.55580, -0.03250)
C (3.78641, -1.15284, 5.81528)
O (3.69107, -0.98163, 7.00361)
N (2.78867, -1.29845, 4.90704)
C (3.01952, -1.68709, 3.51074)
C (1.41590, -1.26432, 5.33335)
H (4.74727, -1.22626, 5.28277)
H (3.96602, -1.33702, 3.09880)
H (2.34718, -1.07598, 2.90857)
H (2.85034, -2.73429, 3.26004)
H (0.80149, -0.41104, 5.04610)
H (0.87089, -2.18242, 5.11391)
H (1.16981, -1.27529, 6.39515)


Stability, highest: one


one | Formula: CH3N5O2
Source: the Open Molecules 2025 dataset
Level of theory: the ωB97M-V functional and the def2-TZVPD basis

SMILES: [H]/N=N\NC#N.O=NO
E_HOMO, eV: -10.2
HOMO-LUMO gap, hartree: 0.3904
Net charge: 0
Multiplicity: 1

Geometry (Å):
H (-1.65762, 1.44922, -1.74805)
N (-0.78844, 1.30812, -1.19546)
N (-0.75699, 0.38617, -0.38526)
N (-1.83534, -0.40067, -0.28249)
C (-1.82525, -1.57908, 0.36866)
N (-1.88787, -2.48339, 1.06193)
H (-2.59402, -0.40308, -0.91403)
O (1.97990, 0.40918, -0.48122)
N (2.22565, 0.50093, 0.66663)
O (3.53283, 0.22914, 1.02964)
H (3.60714, 0.58346, 1.87964)


two | Formula: CH3N5O2
Source: the Open Molecules 2025 dataset
Level of theory: the ωB97M-V functional and the def2-TZVPD basis

SMILES: O/N=c1/nn[nH]n1O
E_HOMO, eV: -9.9
HOMO-LUMO gap, hartree: 0.3360
Net charge: 0
Multiplicity: 1

Geometry (Å):
O (-2.35504, -0.30332, -0.37480)
N (-1.41058, -1.24037, 0.20194)
C (-0.20148, -0.88645, 0.08736)
N (0.93820, -1.57570, 0.31188)
N (1.82674, -0.82344, -0.07358)
N (1.40576, 0.65171, -0.29239)
N (-0.02697, 0.39748, -0.45541)
O (-0.53724, 1.08481, 0.74514)
H (-1.84794, 0.56036, -0.72164)
H (1.90556, 1.07985, -1.04702)
H (0.30297, 1.05507, 1.61853)


Stability, highest: one


one | Formula: C5H12N4
Source: the Open Molecules 2025 dataset
Level of theory: the ωB97M-V functional and the def2-TZVPD basis

SMILES: C/C(N)=C(\N)C=C(N)N
E_HOMO (alpha / beta), eV: -5.3 / -6.0
HOMO-LUMO gap (alpha / beta), hartree: 0.2318 / 0.2480
Net charge: 0
Multiplicity: 1

Geometry (Å):
C (0.63186, -1.80240, 0.98591)
C (0.79136, -0.79622, -0.11878)
N (1.08526, -1.34536, -1.38717)
C (1.04121, 0.55150, 0.12162)
N (2.33247, 1.05997, 0.00997)
C (-0.06875, 1.37969, -0.22401)
C (-1.32762, 0.80919, -0.10178)
N (-1.85294, 0.22325, 1.05004)
N (-2.28074, 1.06432, -1.05499)
H (0.66322, -1.33104, 1.97249)
H (-0.31813, -2.33561, 0.88316)
H (1.42489, -2.55987, 0.94724)
H (0.35169, -1.99635, -1.66536)
H (1.14684, -0.58731, -2.06674)
H (3.02571, 0.31855, -0.02580)
H (2.54414, 1.76047, 0.71134)
H (0.09138, 2.21361, -0.90766)
H (-1.14966, 0.10528, 1.76950)
H (-2.63538, 0.76047, 1.41405)
H (-2.39096, 2.02340, -1.35449)
H (-3.10583, 0.48444, -0.95857)


two | Formula: C5H12N4
Source: the Open Molecules 2025 dataset
Level of theory: the ωB97M-V functional and the def2-TZVPD basis

E_HOMO (alpha / beta), eV: -6.2 / -6.2
HOMO-LUMO gap (alpha / beta), hartree: 0.2426 / 0.2425
Net charge: 0
Multiplicity: 1

Geometry (Å):
C (0.06804, -2.22358, 0.96606)
C (0.92214, -1.23763, 0.22850)
N (0.19140, -0.53262, -0.91393)
N (2.19176, -1.25296, 0.27956)
H (0.84274, -0.35356, -1.67399)
H (-0.55418, -1.13044, -1.26509)
H (2.65529, -0.62936, -0.37738)
H (0.05323, -3.18254, 0.43692)
H (0.49432, -2.37551, 1.95464)
H (-0.95230, -1.86700, 1.09046)
C (-1.95935, 0.93813, -0.33353)
C (-0.47201, 0.99151, -0.56374)
C (0.09772, 1.97961, -1.30450)
N (0.16046, 0.69712, 1.20557)
N (0.89190, 1.46792, 1.77331)
H (1.67381, 0.98744, 2.29249)
H (-2.22900, 0.16320, 0.38382)
H (-2.50782, 0.78342, -1.26775)
H (-2.28357, 1.88668, 0.09290)
H (-0.44833, 2.88806, -1.50864)
H (1.16374, 2.00211, -1.49569)


three | Formula: C5H12N4
Source: the Open Molecules 2025 dataset
Level of theory: the ωB97M-V functional and the def2-TZVPD basis

SMILES: [H]/N=C/N(C)N.CCC#N
E_HOMO, eV: -8.5
HOMO-LUMO gap, hartree: 0.3472
Net charge: 0
Multiplicity: 1

Geometry (Å):
H (0.25783, -1.50833, -3.59144)
N (-0.09994, -1.26581, -2.67250)
C (0.77496, -1.28006, -1.74563)
N (0.35960, -1.21371, -0.42513)
C (1.10604, -1.79917, 0.67052)
N (-1.01489, -0.92764, -0.22413)
H (1.80708, -1.63376, -1.83539)
H (1.58234, -2.72300, 0.35096)
H (0.47731, -1.95987, 1.54453)
H (1.91067, -1.11288, 0.94777)
H (-1.61606, -1.74372, -0.36893)
H (-1.33677, -0.37203, -1.01903)
C (-1.30338, 2.05105, 1.50511)
C (-0.36719, 2.00082, 0.28999)
C (1.02993, 1.36317, 0.62651)
N (2.07643, 1.50168, 1.08965)
H (-1.43045, 1.05294, 1.93681)
H (-2.29993, 2.40011, 1.22826)
H (-0.91694, 2.69116, 2.29881)
H (-0.17351, 3.02155, -0.06115)
H (-0.82314, 1.45749, -0.54560)


four | Formula: C5H12N4
Source: the Open Molecules 2025 dataset
Level of theory: the ωB97M-V functional and the def2-TZVPD basis

E_HOMO, eV: -7.7
HOMO-LUMO gap, hartree: 0.3114
Net charge: 0
Multiplicity: 1

Geometry (Å):
C (0.32930, -2.25901, -0.49863)
C (-2.19653, 0.08926, 0.65893)
N (0.05812, 1.36516, 0.08764)
C (1.22914, -0.05907, 0.67799)
C (0.09583, -0.96386, 0.23214)
N (0.23732, 2.28666, -0.98849)
N (2.51406, 0.25861, 0.37376)
C (-0.96675, -0.02987, -0.20557)
N (0.62324, -0.74251, 1.60532)
H (-0.04491, 1.90362, 0.95085)
H (0.43851, 1.73990, -1.82409)
H (-0.65189, 2.75618, -1.16880)
H (3.16562, 0.21326, 1.14181)
H (2.67613, 0.96317, -0.32911)
H (-1.16682, -0.05892, -1.28081)
H (0.29091, -2.12330, -1.58268)
H (-0.42892, -2.99536, -0.22550)
H (1.31084, -2.65266, -0.23266)
H (-1.91333, 0.05285, 1.70899)
H (-2.74232, 1.01108, 0.45212)
H (-2.85755, -0.75518, 0.44680)


Stability, highest: three